No. 1
54
Properties=species:S:1:pos:R:3:forces:R:3 method="wB97M-V/def2-TZVPD" gap_ev=7.22 e_homo_ev=-4.383 e_lumo_ev=2.84 total_charge=-1
Sc -0.92583 1.55317 -0.86505 0.8 0.6 1.0
F -3.76108 1.80415 2.69629 -0.1 0.0 -0.1
F 1.05246 2.14001 -4.44928 0.0 0.0 0.1
F -0.63233 0.08888 -5.01899 0.1 0.0 0.0
F -4.37073 -1.17602 0.15954 0.0 0.0 0.0
F 1.40139 -0.62824 -5.09614 -0.1 0.0 0.0
F -4.47456 -0.24146 2.61661 0.0 0.1 0.0
F -2.37301 -1.91591 0.36417 0.0 0.0 0.0
F -4.97953 1.16482 1.04542 0.1 0.0 0.1
F 2.79540 1.25995 -3.52717 0.0 0.0 -0.1
F -0.11682 -1.74948 -4.02383 0.0 0.1 0.0
F -2.84508 -0.46149 -1.17684 0.0 -0.2 0.1
F 1.42083 2.42017 -2.33837 0.0 -0.1 0.0
O 0.41532 2.61530 0.29384 0.1 0.4 0.0
O -2.50021 4.39940 -2.22748 0.2 -0.1 0.1
O -2.43509 1.52988 0.32214 -0.8 -0.5 0.5
O -0.60665 4.59142 -0.00733 -0.1 -0.1 -0.1
O -0.58760 0.77171 -2.55163 0.4 -0.6 -1.2
N -0.11300 -0.16383 -0.00851 0.1 0.0 0.1
C -0.73193 -0.13586 5.70710 0.0 0.0 0.0
C -1.86557 3.56114 -1.82707 -0.6 0.6 -0.4
C 3.08110 -2.35999 -1.75985 0.0 0.0 0.0
C 0.15225 3.82789 0.59166 0.1 0.4 0.2
C 4.25760 -3.08748 -2.35639 0.0 0.0 0.0
C 1.49554 1.52095 -3.34004 0.0 0.0 0.1
C -1.63568 0.02902 3.36364 0.0 0.0 0.0
C 2.56367 -2.68362 -0.51281 0.0 0.0 0.0
C 1.50679 -1.97969 0.02009 0.0 0.0 0.0
C 0.89558 -0.88613 -0.62969 -0.1 -0.1 -0.1
C -0.24063 -0.13861 1.38624 -0.1 -0.2 0.0
C 0.61377 0.28252 -2.97028 0.0 -0.1 -0.2
C -3.99327 0.77412 1.86544 0.1 0.1 0.1
C -0.54483 -0.11783 4.21252 0.0 0.0 0.0
C 0.31635 -0.51019 -4.29131 0.0 0.0 0.1
C 0.70846 -0.20458 3.62849 0.0 0.0 0.0
C -3.07307 -0.80831 0.10251 0.0 0.1 0.1
C 2.42604 -1.36329 -2.46064 0.0 0.0 0.0
C 1.33541 -0.64709 -1.96594 0.0 0.0 0.0
C -2.70994 0.40995 1.07160 -0.1 -0.1 -0.1
C 0.85448 -0.20842 2.25377 0.0 0.1 0.0
C -1.51738 0.04992 1.98001 0.0 0.0 0.0
H 1.59247 -0.26447 4.25528 0.0 0.0 0.0
H 2.77818 -1.14686 -3.46000 0.0 0.0 0.0
H 5.02078 -2.38916 -2.70579 0.0 0.0 0.0
H 4.72070 -3.74677 -1.62127 0.0 0.0 0.0
H 0.66497 4.23253 1.48352 0.1 -0.2 0.0
H 0.22240 -0.27408 6.21639 0.0 0.0 0.0
H 1.84641 -0.25247 1.82688 0.0 0.0 0.0
H -2.60697 0.14413 3.82203 0.0 0.0 0.0
H -1.39596 -0.94635 6.01573 0.0 0.0 0.0
H 1.11740 -2.27544 0.98321 0.0 0.0 0.0
H 3.96092 -3.69982 -3.21160 0.0 0.0 0.0
H -1.17009 0.79804 6.06636 0.0 0.0 0.0
H 2.99017 -3.50614 0.05281 0.0 0.0 0.0



No. 2
47
Properties=species:S:1:pos:R:3:forces:R:3 method="wB97M-V/def2-TZVPD" spin_multiplicity=2 gap_ev="7.30 / 7.45" e_homo_ev="-4.734 / -4.940" e_lumo_ev="2.57 / 2.51" total_charge=-1
Cu -0.47278 0.96129 -0.29171 0.1 -0.1 -0.1
Cl -1.48556 4.00044 -0.78131 0.0 0.0 0.0
Cl -4.48177 4.88150 -1.02419 0.0 0.0 0.0
Cl -6.01368 -0.25510 -0.37538 0.0 0.0 0.0
Cl -3.01008 -1.10314 -0.14422 0.0 0.0 0.0
Cl -6.74549 2.74616 -0.81204 0.0 0.0 0.0
S -0.45584 1.07658 1.98122 -0.1 0.1 0.0
S 1.86206 0.38034 3.75415 0.0 0.0 0.0
O -0.34851 0.60431 -2.19818 0.0 0.1 0.1
N 1.51354 0.61787 -0.12247 0.0 0.1 0.0
N 2.05062 0.50505 1.15742 0.0 0.0 0.1
C 2.09503 -1.41589 3.57010 0.2 -0.1 0.0
C -0.86555 -3.16971 1.99624 0.0 0.0 0.0
C 0.80397 -2.16419 3.41930 0.0 0.0 0.0
C -2.75349 2.80936 -0.65666 0.0 0.0 0.0
C 0.69963 0.62456 -2.93896 0.0 -0.1 0.0
C 3.84602 0.96804 -0.66800 0.0 0.0 0.0
C 2.05122 0.71458 -2.47375 -0.1 0.0 -0.1
C 0.34398 -2.50745 2.15253 0.0 0.0 0.0
C 1.19994 0.66978 2.10897 0.1 0.0 0.0
C 0.49401 0.54290 -4.34933 0.0 0.0 0.0
C 2.85421 0.57278 -4.78548 0.0 0.0 0.0
C -5.09075 2.26895 -0.68015 0.0 0.0 0.0
C 2.40377 0.76594 -1.06142 0.0 -0.1 0.0
C -1.17700 -3.15442 4.37531 0.0 0.0 0.0
C -2.38417 1.49076 -0.45377 -0.1 0.0 0.0
C -1.62827 -3.49528 3.10649 0.0 0.0 0.0
C -4.07845 3.22155 -0.77172 0.0 -0.1 0.0
C 3.08464 0.67244 -3.43651 0.0 0.0 0.0
C -3.41947 0.57532 -0.37738 0.0 0.0 0.0
C -4.76207 0.92997 -0.48300 0.1 0.0 0.0
C 1.52843 0.51737 -5.24074 0.0 0.0 0.0
C 0.03006 -2.49211 4.52856 0.0 0.0 0.0
H -2.57737 -4.00230 2.98431 0.0 0.0 0.0
H -0.53756 0.49549 -4.67505 0.0 0.0 0.0
H 0.92757 -2.23053 1.28085 0.0 0.0 0.0
H -1.77278 -3.39842 5.24653 0.0 0.0 0.0
H 3.89650 1.50828 0.27101 0.0 0.0 0.0
H 4.39496 1.51526 -1.42736 0.0 0.0 0.0
H 1.32037 0.45061 -6.30319 0.0 0.0 0.0
H 2.74087 -1.57928 2.70840 0.0 0.0 0.0
H 4.11523 0.69322 -3.11110 0.0 0.0 0.0
H 0.37186 -2.20816 5.51804 0.0 0.0 0.0
H 3.68344 0.53540 -5.47982 0.0 0.0 0.0
H 2.63717 -1.73104 4.46366 -0.1 0.0 0.0
H -1.22087 -3.41259 1.00300 0.0 0.0 0.0
H 4.33240 0.00352 -0.50320 0.0 0.0 0.0



No. 3
51
Properties=species:S:1:pos:R:3:forces:R:3 method="wB97M-V/def2-TZVPD" spin_multiplicity=2 gap_ev="7.31 / 7.95" e_homo_ev="-9.418 / -9.419" e_lumo_ev="-2.11 / -1.47"
V 2.19654 1.16519 -1.04215 -0.1 -0.8 0.1
Cl 1.76520 3.21317 -1.44217 0.1 0.5 -0.1
Cl 7.33281 2.83813 0.53284 0.0 0.0 0.0
Cl 2.12381 -0.11732 2.22252 0.0 0.0 0.1
Cl 6.91791 1.95752 3.49285 0.0 0.0 0.0
Cl 5.07373 2.30659 -1.55700 0.1 0.1 0.0
Cl 4.30812 0.49115 4.32418 0.0 0.0 0.0
O 2.66311 0.50591 -2.64708 0.0 0.0 0.3
O 0.44091 2.51225 1.26883 0.0 0.0 0.0
O 2.62772 -1.14279 -4.17585 0.1 0.0 0.1
O -0.27323 -0.98774 -1.55690 0.0 -0.1 0.0
N 2.78954 -1.64864 -1.95931 0.0 0.1 0.2
N 2.41113 -1.10970 -0.71247 0.1 0.1 -0.2
N 0.41723 0.82970 -0.33443 0.1 0.0 0.1
N -1.41049 1.19376 0.89638 0.0 0.0 -0.1
C -1.78967 0.06490 0.07099 -0.1 -0.1 0.0
C -1.64450 -2.41789 0.72320 0.0 0.0 0.0
C -4.01186 2.03573 -2.31131 0.0 0.0 0.0
C -3.04951 1.72156 -1.36359 0.0 0.0 0.0
C 5.68862 1.67247 2.33446 0.0 0.0 -0.1
C 5.87282 2.07889 1.01231 -0.1 0.0 0.1
C -2.91782 -3.26426 2.58592 0.0 0.0 0.0
C -2.89537 0.40857 -0.92971 0.1 0.1 0.0
C -0.47537 -0.13296 -0.72008 -0.1 0.2 -0.1
C 2.66626 -0.78386 -3.03748 -0.1 -0.1 -0.1
C 4.51353 1.01826 2.70246 0.0 0.0 0.0
C -0.13920 1.62742 0.69067 -0.1 0.0 0.1
C 3.64599 1.24981 0.43821 0.0 -0.1 -0.1
C -3.44376 -1.99535 2.79063 0.0 0.0 0.0
C -4.82164 1.04009 -2.83779 0.0 0.0 0.0
C -2.15287 -1.14277 0.93592 0.0 0.0 -0.1
C 4.85031 1.85580 0.09767 -0.1 0.0 -0.1
C -4.66417 -0.27038 -2.41224 0.0 0.0 0.0
C -2.02404 -3.47052 1.54913 0.0 0.0 0.0
C -3.70460 -0.58683 -1.46191 0.0 0.0 0.0
C 3.52423 0.79428 1.74595 -0.1 0.0 0.0
C -3.06569 -0.94724 1.96900 0.0 0.0 0.1
H 3.09598 -1.35266 -0.00381 0.0 0.0 -0.1
H -0.97768 -2.60166 -0.10638 0.0 0.0 0.0
H 1.49928 -1.46557 -0.43613 0.0 0.0 -0.1
H -3.50556 0.02962 2.13474 0.0 0.0 0.0
H -2.41979 2.50414 -0.95973 0.0 0.0 0.0
H -4.15339 -1.82021 3.58857 0.0 0.0 0.0
H -3.59116 -1.61069 -1.13092 0.0 0.0 0.0
H -3.21063 -4.08587 3.22601 0.0 0.0 0.0
H -4.12471 3.06113 -2.63810 0.0 0.0 0.0
H -1.61884 -4.45839 1.37106 0.0 0.0 0.0
H -1.98439 1.60577 1.61026 0.0 0.0 0.0
H 2.50937 -2.60099 -2.13944 0.0 0.0 -0.1
H -5.57196 1.28382 -3.57835 0.0 0.0 0.0
H -5.29225 -1.05135 -2.82043 0.0 0.0 0.0



no.,calculated total energy (eV),molecular weight (g/mol)
1,-88072.0445,644.3
2,-156994.0636,627.3
3,-138017.2894,662.0